No. 1
A structure of composition C24H14F9MnN4O2S4. Source: the OMol25 dataset; level of theory: ωB97M-V with the def2-TZVPD basis set.

Geometry as XYZ:
```
58
Properties=species:S:1:pos:R:3:forces:R:3
Mn 2.4293 1.9806 3.0820 -0.35 0.60 0.44
S 2.4966 1.9721 5.4239 0.07 0.02 0.11
S 4.4541 2.4328 5.8182 -0.01 -0.28 -0.17
S 5.3386 0.9358 4.7116 -0.18 0.35 -0.12
S 4.6569 1.5426 2.8384 0.58 -0.34 0.12
C -4.0653 -6.3586 -5.6751 0.01 0.01 -0.01
O -3.2017 -5.2897 -6.0253 0.00 0.00 0.02
C -2.6295 -4.5874 -5.0194 -0.02 -0.02 -0.02
C -1.7891 -3.5443 -5.4088 0.00 0.01 0.02
C -1.1620 -2.7732 -4.4548 0.00 0.00 -0.02
C -1.3545 -3.0184 -3.0940 0.03 0.03 0.05
C -2.1937 -4.0590 -2.7182 -0.02 -0.03 -0.01
C -2.8316 -4.8439 -3.6662 0.01 0.03 0.00
C -0.7129 -2.2125 -2.0514 -0.05 -0.04 -0.06
N -0.8503 -2.4028 -0.7594 0.03 0.08 -0.02
C -0.0930 -1.4234 -0.1715 -0.06 -0.09 0.11
C 0.5115 -0.6330 -1.1155 0.11 0.06 -0.10
N 0.1041 -1.1466 -2.3240 0.03 -0.02 0.07
C 1.3704 0.4616 -0.7924 -0.06 -0.02 -0.07
C 2.0136 1.3035 -1.7110 -0.02 -0.02 -0.02
C 2.7957 2.3336 -1.2564 0.01 0.05 0.07
C 2.9314 2.5211 0.1205 0.01 0.00 -0.01
N 2.3413 1.7288 0.9939 0.09 -0.20 -0.06
C 1.5696 0.7078 0.5732 0.00 -0.03 0.06
C 0.9385 -0.1217 1.5901 0.08 0.05 -0.05
N 1.1924 0.1830 2.8818 -0.20 0.03 -0.19
C 0.6217 -0.5284 3.8333 0.01 -0.09 0.01
C -0.2358 -1.6013 3.5565 0.06 0.06 0.05
C -0.4910 -1.9330 2.2515 0.03 0.00 -0.05
C 0.1052 -1.1806 1.2279 -0.07 -0.09 0.01
H -4.4109 -6.7844 -6.6121 0.00 0.00 0.00
H -4.9233 -6.0007 -5.1013 0.00 0.00 0.00
H -3.5347 -7.1231 -5.1030 0.00 0.00 0.00
H -1.6490 -3.3571 -6.4645 0.01 -0.01 0.00
H -0.5157 -1.9719 -4.7931 -0.01 0.00 0.00
H -2.3456 -4.2498 -1.6647 0.00 0.00 0.00
H -3.4826 -5.6411 -3.3405 0.01 -0.01 0.00
H 0.3737 -0.8276 -3.2366 -0.03 0.01 0.00
H 1.8908 1.1452 -2.7754 -0.01 0.00 0.00
H 3.2995 3.0032 -1.9379 0.00 0.00 0.00
H 3.5238 3.3305 0.5285 0.01 0.00 -0.02
H 0.8652 -0.2464 4.8506 -0.02 0.01 0.00
H -0.6797 -2.1476 4.3761 0.00 -0.02 -0.01
H -1.1354 -2.7609 1.9877 -0.02 0.02 0.00
F 1.4681 5.6300 1.1700 0.01 -0.01 -0.01
C 0.6975 5.7047 2.2667 0.05 -0.04 0.00
F -0.3318 6.5111 1.9796 -0.02 0.01 -0.01
F 1.4237 6.2849 3.2188 0.00 0.01 0.00
C 0.2503 4.2746 2.7068 -0.19 -0.22 -0.03
O 1.3346 3.5411 2.9715 0.22 0.01 -0.13
C -0.6331 4.3662 3.9931 0.00 0.03 0.00
F 0.0517 4.9185 4.9905 0.00 0.01 0.01
F -0.9977 3.1388 4.3894 0.01 -0.02 0.00
F -1.7525 5.0818 3.8131 -0.02 0.00 0.01
C -0.5797 3.6086 1.5569 -0.05 0.09 0.02
F -1.6913 4.2714 1.2289 -0.02 -0.01 0.02
F 0.1588 3.4935 0.4406 -0.03 0.06 -0.03
F -0.9350 2.3608 1.9011 0.00 -0.02 0.00
```
Positions in Å, forces in eV/Å.

Energy in hartree: -4935.232946
HOMO-LUMO gap (spin up / spin down) in eV: 5.95 / 6.69
Charge: 0
LUMO level (spin up / spin down) in eV: -1.4 / -1.0
Highest occupied orbital energy (spin up / spin down) in eV: -7.36 / -7.74
Spin multiplicity: 5

Löwdin atomic charge list, values in e, 8 entries:
1 Mn 0.375
2 S 0.101
3 S -0.054
4 S -0.063
5 S 0.065
6 C -0.075
7 O -0.074
8 C -0.279

=====

No. 2
A structure of composition C24H15F10IrN6S in a non-equilibrium geometry. Source: the OMol25 dataset; level of theory: ωB97M-V with the def2-TZVPD basis set.

Geometry as XYZ:
```
57
Properties=species:S:1:pos:R:3:forces:R:3
Ir -0.0988 -0.3411 0.3399 0.65 1.48 -2.32
C 0.2694 2.5751 1.1833 0.10 0.10 -0.02
N 0.0131 1.7662 -0.0258 -0.09 -0.24 0.70
C -1.2785 2.1616 -0.6465 -0.04 0.34 -0.03
C -2.3476 1.3499 0.0163 -0.41 -0.02 0.18
N -2.0208 -0.0249 -0.3070 -0.63 -0.78 0.19
C -3.0185 -0.9843 -0.0960 0.23 0.35 -0.15
C -3.0505 -2.1111 -0.9223 -0.02 -0.06 -0.22
F -2.2103 -2.1854 -1.9684 0.06 -0.05 0.12
C -3.9186 -3.1671 -0.7301 0.06 -0.03 -0.10
F -3.8636 -4.2340 -1.5327 0.00 0.03 0.03
C -4.8511 -3.1161 0.2894 -0.02 -0.07 0.03
F -5.6780 -4.1397 0.5052 -0.01 0.05 -0.04
C -4.9090 -1.9848 1.0784 -0.09 0.11 0.02
F -5.8171 -1.9024 2.0517 0.04 -0.01 -0.02
C -4.0185 -0.9415 0.8742 0.00 -0.05 0.30
F -4.1149 0.1097 1.7012 0.00 -0.07 0.03
C 1.1207 1.8242 -0.9908 -0.03 0.35 -0.15
C 2.3345 1.1489 -0.4415 0.22 0.25 0.43
N 1.9563 -0.1428 0.1131 0.16 -1.28 0.11
C 3.0040 -1.0141 0.4283 -0.10 0.25 0.03
C 4.3363 -0.8806 -0.0053 0.08 -0.07 -0.13
F 4.7520 0.1972 -0.7015 0.24 -0.15 -0.06
C 5.3186 -1.8322 0.2147 0.09 0.14 -0.10
F 6.5381 -1.6329 -0.2895 -0.03 -0.01 0.00
C 5.0526 -2.9819 0.9215 0.03 -0.10 0.04
F 5.9794 -3.9250 1.0844 0.00 0.04 0.04
C 3.7929 -3.1120 1.4649 -0.06 -0.05 0.01
F 3.4942 -4.1753 2.2146 0.02 0.05 -0.01
C 2.8309 -2.1432 1.2546 -0.07 0.10 0.08
F 1.7003 -2.3176 1.9499 -0.28 0.05 -0.05
H 0.4047 3.6263 0.9124 0.01 -0.01 -0.03
H 1.1562 2.2124 1.6959 -0.02 -0.04 0.01
H -0.5736 2.4837 1.8627 0.00 -0.02 -0.01
H -1.2421 1.9132 -1.7065 0.01 -0.02 0.00
H -1.4543 3.2361 -0.5429 0.19 0.02 0.06
H -3.3397 1.6268 -0.3531 0.04 0.00 -0.05
H -2.3317 1.5432 1.0953 -0.12 0.07 -0.03
H 1.3603 2.8590 -1.2611 -0.14 0.04 0.00
H 0.7845 1.3033 -1.8918 -0.01 0.00 0.00
H 2.7872 1.7747 0.3393 0.11 0.05 -0.10
H 3.0642 1.0744 -1.2437 -0.22 0.02 -0.01
N 0.2607 -7.6758 0.1059 -0.01 -0.02 -0.02
C 0.1217 -6.5368 0.0870 -0.05 0.19 -0.02
C -0.0395 -5.1014 0.0729 0.12 -0.25 0.04
C -0.8111 -4.4729 1.0390 -0.11 0.04 -0.03
C -0.8921 -3.0949 1.0202 -0.16 -0.22 -0.16
N -0.2602 -2.3592 0.0959 0.50 -0.34 1.35
C 0.4690 -2.9667 -0.8435 -0.09 -0.13 -0.18
C 0.6044 -4.3371 -0.8925 -0.07 0.01 -0.10
H -1.3341 -5.0412 1.7941 0.03 0.01 0.03
H -1.4689 -2.5494 1.7547 0.09 0.01 0.04
H 0.9450 -2.3272 -1.5756 0.07 0.02 0.08
H 1.1973 -4.7996 -1.6676 0.02 0.01 0.02
S 0.0673 -0.0293 4.8873 -0.05 -0.02 -0.19
C -0.3170 -0.1675 3.3348 0.01 0.08 0.33
N -0.6560 -0.2475 2.2096 -0.24 -0.12 0.04
```
Positions in Å, forces in eV/Å.

Energy in hartree: -2753.180615
HOMO-LUMO gap in eV: 6.36
Charge: 0
LUMO level in eV: -1.3
Highest occupied orbital energy in eV: -7.64

Löwdin atomic charge list, values in e, 8 entries:
1 Ir 1.398
2 C -0.050
3 N -0.331
4 C -0.172
5 C -0.256
6 N -0.154
7 C -0.195
8 C -0.180

=====

No. 3
A structure of composition C24H16AsF10N3O7RuS in a non-equilibrium geometry. Source: the OMol25 dataset; level of theory: ωB97M-V with the def2-TZVPD basis set.

Geometry as XYZ:
```
63
Properties=species:S:1:pos:R:3:forces:R:3
Ru 0.0857 0.2801 0.1011 0.98 -1.76 -2.09
C 2.7854 0.0921 1.7987 0.21 0.02 0.30
N 2.4527 -0.1476 0.4031 -0.61 0.31 0.10
C 2.6766 -1.5428 0.0191 -0.27 -0.58 -0.04
C 1.4721 -2.4087 0.4130 0.28 -0.06 -0.03
N 0.2632 -1.8798 -0.1547 0.27 1.73 0.91
C -0.3690 -2.4183 -1.1897 -0.90 -0.89 -1.34
C -1.7289 -2.0453 -1.3837 0.55 -0.01 0.08
F -2.2450 -1.1665 -0.4764 -0.28 -0.41 -0.33
C -2.5137 -2.4960 -2.4196 0.16 -0.19 -0.19
F -3.7749 -2.0722 -2.5464 0.12 -0.09 0.01
C -1.9808 -3.4084 -3.3345 0.16 0.17 0.19
F -2.7248 -3.8652 -4.3497 0.07 0.05 0.11
C -0.6546 -3.8127 -3.1916 -0.37 0.06 -0.08
F -0.1253 -4.6549 -4.0871 -0.09 0.12 0.13
C 0.1291 -3.3345 -2.1574 -0.23 0.49 0.34
F 1.4280 -3.7069 -2.1289 -0.14 0.02 -0.01
C 3.1504 0.7951 -0.4644 -0.07 0.22 -0.55
C 2.5850 0.8184 -1.8871 0.11 -0.09 0.09
N 1.1407 0.8674 -1.8738 -0.17 -0.53 1.83
C 0.4962 1.0843 -3.0187 -0.70 0.26 -0.98
C 1.0534 1.2475 -4.3228 -0.30 -0.02 0.38
F 2.3873 1.1479 -4.5240 -0.13 0.02 -0.10
C 0.2804 1.5112 -5.4404 -0.39 0.00 0.07
F 0.8808 1.6768 -6.6241 -0.08 -0.05 0.11
C -1.1069 1.6008 -5.3589 0.24 -0.07 0.34
F -1.8501 1.8370 -6.4470 0.03 0.01 0.03
C -1.7032 1.4362 -4.1101 0.18 0.03 -0.17
F -3.0318 1.5218 -3.9856 0.08 -0.01 0.00
C -0.9202 1.1983 -3.0017 0.47 -0.03 -0.12
F -1.5362 1.0543 -1.7850 0.01 0.02 -0.21
H 3.8601 -0.0451 1.9782 -0.01 -0.05 0.01
H 2.2199 -0.5857 2.4343 0.11 -0.01 0.02
H 2.5153 1.1120 2.0741 0.02 -0.05 -0.01
H 3.5905 -1.9344 0.4865 0.05 0.11 -0.05
H 2.7854 -1.5970 -1.0654 0.04 0.01 0.10
H 1.3412 -2.3817 1.5023 0.18 -0.16 -0.09
H 1.6474 -3.4455 0.1107 0.08 0.12 0.16
H 4.2245 0.5565 -0.5183 -0.07 0.09 0.11
H 3.0308 1.7924 -0.0278 0.06 -0.11 0.00
H 2.9333 -0.0559 -2.4561 0.14 0.13 0.10
H 2.9968 1.7077 -2.3800 0.10 -0.16 0.09
O -2.2638 1.1310 1.0112 0.60 -0.05 -0.25
As -3.0662 0.7093 2.4904 -0.31 1.25 0.48
O -4.6326 0.9180 2.3332 -0.81 -0.07 0.10
O 0.1615 2.1538 2.0886 -0.02 -0.28 0.94
C -2.0397 1.4054 3.9820 -0.31 -0.13 -0.45
C -2.1357 2.6403 4.6021 -0.16 -0.11 -0.26
C -1.3190 2.8778 5.7010 -0.13 0.04 -0.09
C -0.4419 1.9054 6.1620 -0.06 -0.09 -0.15
C -0.3419 0.6759 5.5247 0.09 -0.18 -0.04
C -1.1639 0.4432 4.4430 -0.32 -0.09 -0.41
S -1.0946 -0.9782 3.3833 1.02 -0.76 0.91
O -0.8435 -2.1763 4.1031 -0.39 0.10 0.01
O -2.5581 -0.9786 2.7901 0.55 -0.17 0.14
O -0.1659 -0.6341 2.3449 -0.10 0.18 -0.24
H -2.8751 1.0477 0.2620 -0.10 -0.01 -0.06
H -2.8349 3.3787 4.2262 0.10 0.03 0.14
H -1.3673 3.8309 6.2063 -0.04 0.05 0.02
H 0.1663 2.1090 7.0269 0.14 0.02 0.11
H 0.3564 -0.0837 5.8405 0.04 -0.05 0.15
O 0.1543 2.9692 -0.0545 -0.26 0.36 -0.90
C 0.1591 2.3223 0.9211 0.56 1.33 0.61
```
Positions in Å, forces in eV/Å.

Energy in hartree: -5342.436232
HOMO-LUMO gap (spin up / spin down) in eV: 6.40 / 5.56
Charge: 0
LUMO level (spin up / spin down) in eV: -0.8 / -1.5
Highest occupied orbital energy (spin up / spin down) in eV: -7.23 / -7.07
Spin multiplicity: 5

Löwdin atomic charge list, values in e, 8 entries:
1 Ru 1.392
2 C -0.084
3 N -0.283
4 C -0.161
5 C -0.212
6 N -0.099
7 C -0.203
8 C -0.142

=====

No. 4
A structure of composition C24H16Cl2N6O2PdS. Source: the OMol25 dataset; level of theory: ωB97M-V with the def2-TZVPD basis set.

Geometry as XYZ:
```
52
Properties=species:S:1:pos:R:3:forces:R:3
Pd -0.2091 -0.0703 -0.6642 -0.06 -0.03 -0.07
Cl 4.6656 -4.3620 -2.3078 -0.02 0.01 0.02
C 3.3256 -3.9478 -1.2874 0.02 -0.02 0.01
C 2.3733 -3.0585 -1.7507 -0.02 0.02 -0.03
C 1.2893 -2.6969 -0.9657 -0.02 0.03 -0.02
N 0.3103 -1.8038 -1.4838 0.01 0.01 0.01
C -0.4389 -2.2254 -2.5200 -0.02 -0.05 0.00
O -0.3186 -3.2458 -3.1780 0.02 0.02 0.00
C -1.5827 -1.2859 -2.8226 0.02 0.02 -0.01
C -2.4860 -1.5624 -3.8307 -0.01 -0.01 -0.01
C -3.5464 -0.6971 -4.0305 0.00 0.01 0.01
C -3.6720 0.4170 -3.2119 -0.01 -0.01 -0.01
C -2.7291 0.6298 -2.2263 0.00 0.01 0.01
N -1.7033 -0.2051 -2.0430 0.01 0.01 0.05
C 1.1405 -3.2235 0.3302 0.01 -0.06 0.04
C 2.1033 -4.1323 0.7720 0.00 0.01 0.01
C 3.1821 -4.4895 -0.0162 0.02 -0.01 0.00
Cl 4.3471 -5.6080 0.6162 -0.01 0.01 -0.01
N 0.0518 -2.9020 1.1430 -0.02 -0.02 -0.09
C 0.0781 -1.7652 1.7698 -0.01 0.14 0.06
O -0.8141 -1.2263 2.4696 0.00 -0.04 0.01
C 1.3334 -0.9144 1.6464 0.00 -0.01 -0.01
C 2.3886 -0.9749 2.5519 -0.01 0.00 0.01
C 3.4829 -0.1589 2.3690 0.01 0.00 0.00
C 3.5077 0.7195 1.2874 0.01 0.00 0.01
C 2.4311 0.7380 0.4344 -0.01 -0.01 0.01
N 1.3698 -0.0656 0.6129 0.10 0.01 0.02
H 2.4668 -2.6497 -2.7473 0.00 0.00 0.00
H -2.3270 -2.4571 -4.4159 0.00 0.00 0.00
H -4.2729 -0.8882 -4.8091 0.00 0.00 0.00
H -4.4904 1.1132 -3.3259 0.00 0.00 0.00
H -2.7928 1.4788 -1.5602 0.01 -0.01 0.00
H 1.9929 -4.5659 1.7566 0.00 0.00 0.00
H 2.3292 -1.6743 3.3737 0.00 0.00 0.00
H 4.3201 -0.2037 3.0535 0.00 0.00 0.00
H 4.3506 1.3702 1.1057 0.00 0.00 0.00
H 2.3968 1.3925 -0.4264 0.00 0.00 0.00
N -2.0153 5.1869 3.5895 0.05 0.01 -0.04
C -2.2372 5.1734 2.2658 -0.07 0.06 0.08
S -3.0362 6.3632 1.4693 0.01 0.01 -0.02
C -1.7416 3.9546 1.5640 0.04 -0.08 -0.01
C -1.7926 2.7046 2.1644 0.01 -0.03 -0.01
C -1.3407 1.5889 1.4750 -0.01 0.06 0.04
N -0.8483 1.6926 0.2352 -0.02 -0.06 0.01
C -0.7880 2.8976 -0.3488 0.00 0.00 -0.01
C -1.2269 4.0443 0.2743 -0.01 0.03 -0.02
H -2.3161 5.9900 4.1164 -0.01 -0.01 0.01
H -1.4023 4.5206 4.0284 -0.02 0.00 0.00
H -2.2065 2.5681 3.1543 -0.01 -0.01 0.00
H -1.3416 0.5909 1.9189 0.00 -0.01 -0.01
H -0.3771 2.9247 -1.3499 0.00 0.00 0.00
H -1.1831 5.0010 -0.2259 0.01 -0.01 -0.01
```
Positions in Å, forces in eV/Å.

Energy in hartree: -2849.714520
HOMO-LUMO gap in eV: 6.28
Charge: 0
LUMO level in eV: -1.2
Highest occupied orbital energy in eV: -7.46

Löwdin atomic charge list, values in e, 8 entries:
1 Pd 1.038
2 Cl 0.650
3 C -0.687
4 C -0.046
5 C -0.217
6 N -0.029
7 C -0.481
8 O 0.069